P | Formula: C48H57ClHgN7O3SbSi
Source: the OMol25 dataset
Level of theory: ωB97M-V/def2-TZVPD

The geometry in XYZ format:
```
119
Properties=species:S:1:pos:R:3:mulliken_spin:R:1
Hg -0.214 0.814 -1.093 0.00
O 2.917 0.423 3.162 0.03
C 2.926 1.751 3.404 0.19
C 3.635 2.216 4.491 -0.09
C 3.700 3.573 4.781 0.24
C 3.039 4.478 3.961 -0.13
C 2.329 4.043 2.865 0.28
C 2.237 2.665 2.538 -0.15
C 1.546 2.141 1.425 0.29
O 1.344 0.903 1.190 0.18
N 1.019 3.070 0.422 0.02
N -0.292 2.688 -0.128 0.01
C -0.734 3.647 -1.035 0.00
C -0.912 3.407 -2.378 0.00
C -1.432 4.392 -3.280 0.00
C -1.570 4.109 -4.601 0.00
C -1.193 2.837 -5.084 0.00
C -0.721 1.923 -4.171 0.00
N -0.597 2.157 -2.874 0.00
H 2.334 0.287 2.375 0.00
H 4.147 1.492 5.107 0.00
H 4.266 3.913 5.635 0.03
H 3.082 5.536 4.186 -0.01
H 1.825 4.785 2.257 0.03
H -0.938 4.640 -0.630 0.00
H -1.705 5.357 -2.876 0.00
H -1.959 4.848 -5.291 0.00
H -1.279 2.587 -6.129 0.00
H -0.402 0.936 -4.496 0.00
C 3.903 2.814 -2.767 0.00
Si 2.943 1.782 -1.445 0.02
C 2.049 3.297 -0.616 0.05
C 4.317 1.178 -0.246 0.01
N 1.859 0.550 -1.915 -0.01
C 2.130 -0.465 -2.780 0.00
C 3.299 -0.515 -3.560 0.00
C 3.574 -1.554 -4.423 0.00
C 2.723 -2.641 -4.508 0.00
C 1.568 -2.641 -3.742 0.00
C 1.237 -1.558 -2.945 0.00
O 0.056 -1.557 -2.207 -0.01
C -1.030 -2.247 -2.654 0.00
C -1.886 -2.767 -1.681 0.00
C -3.000 -3.496 -2.052 0.00
C -3.289 -3.709 -3.391 0.00
C -2.477 -3.143 -4.358 0.00
C -1.358 -2.412 -4.001 0.00
H 4.076 3.829 -2.417 0.00
H 3.353 2.886 -3.700 0.00
H 4.875 2.385 -2.992 0.00
H 2.815 3.937 -0.174 0.00
H 0.863 3.973 0.892 -0.01
H 1.541 3.866 -1.402 -0.01
H 4.910 2.005 0.139 0.01
H 4.989 0.499 -0.763 0.00
H 3.905 0.642 0.603 -0.01
H 3.991 0.306 -3.476 0.00
H 4.472 -1.523 -5.025 0.00
H 2.945 -3.477 -5.153 0.00
H 0.911 -3.499 -3.771 0.00
H -1.646 -2.575 -0.646 0.00
H -3.644 -3.907 -1.287 0.00
H -4.150 -4.298 -3.678 0.00
H -2.713 -3.271 -5.406 0.00
H -0.734 -1.962 -4.761 0.00
C -3.278 -1.453 4.250 0.00
C -3.109 -1.094 2.784 0.01
C -3.571 -2.246 1.907 0.00
Sb -1.078 -0.382 2.090 0.01
C -1.230 1.604 3.135 0.06
C -2.228 2.465 2.378 0.00
C -1.537 1.666 4.622 0.00
C 0.262 -1.602 3.401 0.00
C 0.464 -1.112 4.823 0.00
C -0.177 -3.056 3.378 0.00
H -4.341 -1.560 4.490 0.00
H -2.859 -0.694 4.904 0.00
H -2.798 -2.401 4.477 0.00
H -3.749 -0.230 2.574 0.00
H -2.978 -3.135 2.104 0.00
H -3.476 -2.000 0.851 0.00
H -4.616 -2.489 2.110 0.00
H -0.233 2.015 2.978 -0.03
H -3.240 2.071 2.484 0.00
H -1.971 2.522 1.322 0.00
H -2.223 3.479 2.783 0.00
H -2.574 1.400 4.819 0.00
H -1.389 2.691 4.971 0.00
H -0.884 1.029 5.207 0.00
H 1.217 -1.528 2.877 0.00
H -0.478 -1.064 5.366 0.00
H 0.942 -0.133 4.832 0.00
H 1.120 -1.802 5.359 0.00
H -1.010 -3.232 4.054 0.00
H 0.649 -3.700 3.684 0.00
H -0.477 -3.349 2.377 0.00
Cl -5.001 -0.845 -4.666 0.00
C -4.480 -0.413 -3.082 0.00
C -5.359 -0.522 -2.010 0.00
C -4.885 -0.122 -0.763 0.00
C -3.582 0.315 -0.647 0.00
N -2.738 0.379 -1.676 0.00
C -3.191 0.039 -2.882 0.00
H -6.366 -0.881 -2.151 0.00
H -5.524 -0.165 0.105 0.00
H -3.185 0.646 0.301 0.00
H -2.506 0.154 -3.707 0.00
N 1.491 -7.425 0.127 0.00
C 1.638 -6.283 0.095 0.00
C 1.790 -4.889 0.124 0.00
C 3.051 -4.269 0.151 0.00
C 3.095 -2.893 0.234 0.00
C 1.904 -2.173 0.287 -0.01
N 0.708 -2.756 0.281 0.00
C 0.655 -4.067 0.196 0.00
H 3.951 -4.871 0.108 0.00
H 4.037 -2.371 0.261 0.00
H 1.900 -1.096 0.320 -0.01
H -0.328 -4.521 0.183 0.00
```

Summary:
Orbital gap (spin up / spin down) = 5.09 / 5.30 eV
Spin multiplicity = 2
Highest occupied orbital energy (spin up / spin down) = -2.87 / -3.09 eV
LUMO (spin up / spin down) = 2.21 / 2.21 eV
Charge = -1

=====

Q | Formula: C48H57ClHgN7O3SbSi
Source: the OMol25 dataset
Level of theory: ωB97M-V/def2-TZVPD

The geometry in XYZ format:
```
119
Properties=species:S:1:pos:R:3:mulliken_spin:R:1
Hg -0.150 1.262 0.358 -0.03
O -2.321 2.134 4.555 0.00
C -3.592 2.103 4.118 0.01
C -4.613 2.004 5.067 -0.01
C -5.933 1.921 4.667 0.01
C -6.261 1.939 3.314 -0.01
C -5.250 2.041 2.375 0.02
C -3.911 2.127 2.749 0.00
C -2.820 2.179 1.732 0.03
O -1.617 2.348 2.156 0.04
N -3.174 1.955 0.489 -0.01
N -2.097 1.847 -0.367 0.20
C -2.311 2.175 -1.629 0.14
C -1.291 2.197 -2.593 0.14
C -1.563 2.577 -3.939 0.05
C -0.542 2.721 -4.830 0.04
C 0.784 2.472 -4.404 0.18
C 0.964 2.049 -3.104 -0.07
N -0.010 1.891 -2.209 0.15
H -1.767 2.195 3.713 0.00
H -4.335 1.987 6.113 0.00
H -6.713 1.844 5.415 0.00
H -7.295 1.875 3.000 0.00
H -5.472 2.051 1.315 0.00
H -3.314 2.488 -1.907 0.02
H -2.590 2.771 -4.226 0.00
H -0.743 3.028 -5.849 0.01
H 1.628 2.581 -5.068 0.01
H 1.959 1.802 -2.751 -0.01
C 1.113 4.476 3.017 0.00
Si 1.572 3.797 1.331 0.00
C 0.324 4.461 0.114 0.01
C 3.229 4.538 0.783 0.00
N 1.591 2.053 1.317 -0.01
C 2.288 1.358 2.271 0.00
C 3.266 1.984 3.079 0.00
C 3.875 1.372 4.158 0.00
C 3.545 0.070 4.500 0.00
C 2.651 -0.607 3.686 0.00
C 2.099 -0.011 2.565 0.01
O 1.242 -0.749 1.753 0.01
C 1.553 -2.058 1.503 0.00
C 0.491 -2.921 1.265 0.00
C 0.734 -4.268 1.046 0.00
C 2.031 -4.761 1.017 0.00
C 3.087 -3.882 1.213 0.00
C 2.858 -2.538 1.463 0.00
H 1.110 5.569 2.999 0.00
H 1.786 4.151 3.811 0.00
H 0.108 4.136 3.268 0.00
H 0.444 5.547 0.069 0.00
H -0.698 4.244 0.424 -0.01
H 0.468 4.067 -0.891 0.00
H 3.375 5.509 1.263 0.00
H 3.225 4.703 -0.297 0.00
H 4.099 3.922 1.011 0.00
H 3.527 3.008 2.859 0.00
H 4.601 1.926 4.739 0.00
H 3.966 -0.414 5.370 0.00
H 2.382 -1.630 3.920 0.00
H -0.513 -2.524 1.269 0.00
H -0.105 -4.936 0.897 0.00
H 2.216 -5.814 0.849 0.00
H 4.108 -4.243 1.183 0.00
H 3.690 -1.866 1.625 0.00
C -0.534 -4.860 -3.437 0.00
C 0.237 -3.917 -2.522 0.00
C 1.741 -4.103 -2.698 0.00
Sb -0.319 -1.788 -2.499 0.05
C 0.138 -1.140 -4.529 -0.02
C -0.530 -1.908 -5.661 0.00
C 1.646 -1.053 -4.744 0.01
C -2.430 -2.180 -2.824 0.00
C -3.009 -2.855 -1.584 0.00
C -3.188 -0.900 -3.153 0.00
H -0.213 -5.894 -3.265 0.00
H -0.357 -4.643 -4.490 0.00
H -1.608 -4.824 -3.266 0.00
H 0.001 -4.185 -1.491 0.00
H 2.041 -3.944 -3.735 0.00
H 2.040 -5.121 -2.426 0.00
H 2.317 -3.415 -2.076 0.00
H -0.258 -0.121 -4.516 0.01
H -0.162 -2.932 -5.726 0.00
H -0.310 -1.425 -6.620 0.00
H -1.614 -1.947 -5.557 0.00
H 2.091 -2.046 -4.836 0.00
H 2.150 -0.537 -3.926 -0.01
H 1.871 -0.507 -5.666 0.00
H -2.491 -2.867 -3.669 0.00
H -3.002 -2.166 -0.737 0.00
H -2.443 -3.742 -1.289 0.00
H -4.046 -3.163 -1.749 0.00
H -3.159 -0.202 -2.315 -0.01
H -4.241 -1.117 -3.368 0.00
H -2.772 -0.379 -4.018 0.01
Cl 5.982 3.054 -1.322 0.00
C 5.238 1.487 -1.224 0.00
C 5.997 0.343 -1.387 0.00
C 5.347 -0.876 -1.307 0.00
C 3.979 -0.886 -1.071 0.00
N 3.254 0.216 -0.908 0.01
C 3.877 1.386 -0.979 0.00
H 7.060 0.412 -1.574 0.00
H 5.888 -1.805 -1.426 0.00
H 3.438 -1.824 -1.017 0.00
H 3.276 2.271 -0.811 0.00
N -1.597 -1.906 6.763 0.00
C -1.956 -1.636 5.705 0.00
C -2.411 -1.331 4.375 0.00
C -3.740 -1.538 4.014 0.00
C -4.120 -1.237 2.723 0.01
C -3.160 -0.750 1.845 0.01
N -1.887 -0.551 2.185 0.00
C -1.523 -0.829 3.429 0.00
H -4.449 -1.911 4.741 0.00
H -5.145 -1.348 2.400 0.00
H -3.429 -0.469 0.834 0.00
H -0.495 -0.622 3.698 0.00
```

Summary:
Orbital gap (spin up / spin down) = 5.00 / 7.13 eV
Spin multiplicity = 2
Highest occupied orbital energy (spin up / spin down) = -2.74 / -4.87 eV
LUMO (spin up / spin down) = 2.26 / 2.26 eV
Charge = -1

=====

Stability, lowest: P

=====

P | Formula: C11H18O
Source: the OMol25 dataset
Level of theory: ωB97M-V/def2-TZVPD

The geometry in XYZ format:
```
30
Properties=species:S:1:pos:R:3:lowdin_charge:R:1
C 3.029 1.604 0.463 -0.27
C 4.257 0.693 0.614 -0.12
C 2.592 1.300 -1.004 -0.16
H 3.405 2.688 0.411 0.13
H 2.214 1.530 1.053 0.05
H 4.952 1.092 -0.143 0.08
H 4.594 0.809 1.521 0.00
H 3.381 1.813 -1.651 0.08
H 1.654 1.717 -1.357 0.04
H 4.137 -0.365 0.231 0.10
H 2.504 0.228 -1.447 0.09
C -1.463 0.436 -2.279 -0.19
C -1.445 -0.622 -3.424 -0.07
C -1.351 -0.050 -0.840 -0.25
C -0.444 -1.020 -0.414 -0.06
C -2.216 0.451 0.145 -0.04
C -0.379 -1.439 0.929 -0.04
C -2.198 0.010 1.476 -0.02
C -1.169 -0.816 1.927 -0.35
O -1.157 -1.113 3.256 0.00
H -0.628 1.112 -2.371 0.09
H -2.396 1.054 -2.445 0.12
H -2.351 -1.203 -3.563 0.08
H 0.456 -1.477 -1.009 0.14
H -2.830 1.327 -0.126 0.12
H 0.259 -2.222 1.346 0.10
H -2.908 0.327 2.181 0.10
H -0.322 -1.775 3.468 0.19
H -0.617 -1.084 -3.425 -0.02
H -1.524 0.059 -4.286 0.08
```

Summary:
Orbital gap = 9.01 eV
Highest occupied orbital energy = -8.34 eV
SMILES string = CCc1ccc(O)cc1.CCC
LUMO = 0.68 eV
Charge = 0

=====

Q | Formula: C11H18O
Source: the OMol25 dataset
Level of theory: ωB97M-V/def2-TZVPD

The geometry in XYZ format:
```
30
Properties=species:S:1:pos:R:3:lowdin_charge:R:1
C 2.424 1.976 1.655 -0.34
C 1.927 0.526 2.007 -0.12
C 1.430 3.072 1.886 -0.16
H 3.305 2.150 2.320 0.09
H 2.975 1.983 0.575 0.14
H 0.902 0.438 1.858 0.01
H 1.954 3.850 2.466 0.06
H 1.993 0.468 3.087 0.07
H 2.419 -0.246 1.335 0.09
H 0.931 3.504 0.900 0.10
H 0.569 2.739 2.507 0.07
C -2.446 1.041 -0.504 -0.19
C -2.379 1.618 -1.968 -0.10
C -1.389 0.011 -0.325 -0.23
C -1.672 -1.247 0.286 -0.04
C -0.030 0.127 -0.774 -0.07
C -0.866 -2.338 -0.020 -0.02
C 0.791 -0.922 -0.979 -0.07
C 0.314 -2.163 -0.748 -0.40
O 1.167 -3.212 -0.968 -0.04
H -2.042 1.922 0.142 0.14
H -3.518 0.865 -0.422 0.11
H -3.141 1.109 -2.567 0.07
H -2.648 -1.294 0.822 0.12
H 0.117 1.069 -1.040 0.06
H -1.099 -3.448 0.325 0.16
H 1.890 -0.694 -1.287 0.16
H 1.458 -3.210 -2.045 0.21
H -1.330 1.671 -2.377 0.08
H -2.690 2.611 -1.950 0.03
```

Summary:
Orbital gap = 8.99 eV
Highest occupied orbital energy = -8.27 eV
SMILES string = CCc1ccc(O)cc1.CCC
LUMO = 0.72 eV
Charge = 0

=====

Stability, lowest: Q

=====

P | Formula: C3H10N2
Source: the OMol25 dataset
Level of theory: ωB97M-V/def2-TZVPD

The geometry in XYZ format:
```
15
Properties=species:S:1:pos:R:3:mulliken_spin:R:1
C -2.476 1.642 0.703 0.00
C -2.990 0.607 1.374 0.00
H -1.571 2.173 0.936 0.00
H -3.019 2.052 -0.179 0.00
H -2.543 0.196 2.253 0.00
H -4.027 0.248 1.212 0.00
N 2.366 -0.702 -1.853 0.54
C 1.836 -1.404 -0.677 -0.04
N 1.401 -0.570 0.406 0.51
H 2.967 0.167 -1.613 -0.02
H 1.562 -0.351 -2.381 -0.01
H 2.521 -2.231 -0.217 0.02
H 0.837 -1.939 -0.923 0.03
H 0.996 0.265 0.031 -0.02
H 2.138 -0.154 0.929 -0.01
```

Summary:
Orbital gap (spin up / spin down) = 9.17 / 3.63 eV
Spin multiplicity = 2
Highest occupied orbital energy (spin up / spin down) = -12.93 / -12.91 eV
LUMO (spin up / spin down) = -3.76 / -9.29 eV
Charge = +1

=====

Q | Formula: C3H10N2
Source: the OMol25 dataset
Level of theory: ωB97M-V/def2-TZVPD

The geometry in XYZ format:
```
15
Properties=species:S:1:pos:R:3:mulliken_spin:R:1
C 1.804 -1.539 -1.591 0.00
C 0.978 -2.448 -2.612 0.00
H 2.121 -0.605 -2.156 0.00
H 1.360 -1.299 -0.551 0.00
H 2.717 -1.963 -1.403 0.00
H 0.519 -1.988 -3.521 0.00
H 0.235 -3.073 -2.048 0.00
H 1.642 -3.155 -3.145 0.00
N -1.453 2.101 3.543 0.17
C -1.721 1.954 2.136 -0.05
N -2.664 2.195 1.294 0.83
H -2.049 2.875 3.974 -0.01
H -0.375 2.092 3.714 -0.01
H -0.751 1.896 1.659 0.07
H -2.364 2.955 0.707 -0.01
```

Summary:
Orbital gap (spin up / spin down) = 7.60 / 5.12 eV
Spin multiplicity = 2
Highest occupied orbital energy (spin up / spin down) = -13.63 / -13.63 eV
LUMO (spin up / spin down) = -6.04 / -8.51 eV
Charge = +1

=====

Stability, lowest: Q